No. 1
This record from the Open Molecules 2025 dataset describes a molecular structure, C27H22Br6F40O5 at a distorted geometry. The level of theory is ωB97M-V/def2-TZVPD.

Calculated values
* Kohn-Sham gap: 10.22 eV
* max |F|: 1.47 eV Å⁻¹

```
100
C27H22Br6F40O5 | the Open Molecules 2025 dataset | ωB97M-V/def2-TZVPD
C -0.866 1.940 -6.956
C -0.338 2.354 -5.596
C 0.576 3.572 -5.650
F 1.108 3.802 -4.433
F 1.576 3.297 -6.527
F -1.363 2.587 -4.734
F 0.338 1.286 -5.089
O -1.325 3.081 -7.667
C -2.518 2.976 -8.299
C -2.847 4.369 -8.832
F -3.971 4.332 -9.580
F -3.015 5.227 -7.818
F -2.472 2.086 -9.311
F -3.469 2.523 -7.443
H -1.624 1.169 -6.833
H -0.023 1.526 -7.512
H 0.061 4.477 -5.972
H -2.011 4.678 -9.468
C -3.099 7.263 -1.440
C -4.390 6.559 -1.756
C -5.336 7.388 -2.630
F -5.401 8.668 -2.199
F -4.927 7.386 -3.922
F -4.153 5.385 -2.384
F -5.061 6.277 -0.613
O -2.468 6.662 -0.314
C -1.160 6.344 -0.411
C -0.828 5.226 -1.411
F -1.155 5.557 -2.691
F 0.484 4.957 -1.353
F -0.396 7.442 -0.668
F -0.789 5.891 0.801
H -3.241 8.323 -1.215
H -2.462 7.331 -2.325
H -6.331 6.932 -2.587
H -1.403 4.335 -1.141
C 3.599 -7.728 1.464
C 2.103 -7.810 1.695
C 1.420 -8.919 0.902
F 2.047 -10.095 1.194
F 0.118 -9.011 1.238
F 1.833 -7.905 3.003
F 1.556 -6.631 1.252
O 3.858 -7.611 0.073
C 4.845 -8.411 -0.390
C 5.146 -8.041 -1.838
F 5.746 -6.836 -1.892
F 5.991 -8.969 -2.344
F 5.986 -8.269 0.342
F 4.514 -9.720 -0.311
H 4.084 -8.596 1.913
H 3.961 -6.858 2.014
H 1.488 -8.757 -0.174
H 4.253 -8.016 -2.468
C -0.129 -1.638 7.476
C 1.078 -2.489 7.821
C 2.366 -1.952 7.210
F 3.439 -2.647 7.644
F 2.287 -2.084 5.856
F 1.236 -2.522 9.169
F 0.840 -3.750 7.398
O 0.158 -0.262 7.678
C -0.385 0.589 6.772
C 0.105 1.992 7.123
F 1.446 2.050 7.057
F -0.435 2.862 6.229
F -0.040 0.254 5.516
F -1.740 0.570 6.839
H -0.933 -1.931 8.159
H -0.497 -1.871 6.478
H 2.524 -0.895 7.424
H -0.209 2.309 8.120
C 0.068 -0.297 0.265
C -0.390 -0.248 -1.170
C -0.224 1.151 -1.772
F -1.203 1.984 -1.303
F 0.969 1.709 -1.491
F 0.397 -1.060 -1.934
F -1.665 -0.643 -1.350
O -0.309 -1.571 0.798
C 0.168 -1.811 2.040
C -0.298 -3.203 2.456
F 0.179 -4.134 1.613
F 0.103 -3.442 3.729
F 1.527 -1.737 2.030
F -0.280 -0.917 2.942
H -0.493 0.462 0.818
H 1.143 -0.148 0.313
H -0.342 1.083 -2.855
H -1.392 -3.243 2.443
C 2.946 -3.399 -0.318
Br 3.486 -1.704 -1.050
Br 3.862 -3.835 1.317
Br 3.162 -4.805 -1.641
H 1.887 -3.357 -0.107
C -2.436 3.977 2.953
Br -2.963 2.978 4.505
Br -3.798 5.232 2.392
Br -1.889 2.771 1.546
H -1.576 4.594 3.166
```

=====

No. 2
This record from the Open Molecules 2025 dataset describes a molecular structure, C27H22Cl2I2N4O3Pd. The level of theory is ωB97M-V/def2-TZVPD.

Calculated values
* energy above the lowest of the compared OMol25 structures with the same formula, charge and spin: 9.8 kcal per mole
* Kohn-Sham gap: 5.37 eV
* max |F|: 0.62 eV Å⁻¹
* charge: -2

```
61
C27H22Cl2I2N4O3Pd | the Open Molecules 2025 dataset | ωB97M-V/def2-TZVPD
Pd -0.728 0.807 -0.865
Cl -1.786 7.737 0.572
C -2.072 6.072 0.067
C -3.175 5.789 -0.693
C -3.429 4.485 -1.096
I -5.130 4.088 -2.246
C -2.608 3.368 -0.784
O -2.858 2.203 -1.142
C -1.425 3.722 0.019
N -0.587 2.709 0.350
C 0.464 2.947 1.100
C 0.786 4.230 1.567
C -0.025 5.275 1.236
C -1.174 5.050 0.444
H -3.848 6.588 -0.973
H 1.083 2.091 1.340
H 1.665 4.377 2.180
H 0.196 6.276 1.579
Cl -0.344 2.903 -5.163
C 0.108 1.679 -3.984
C -0.817 0.757 -3.559
C -0.407 -0.232 -2.634
C 0.905 -0.089 -2.090
N 1.805 0.823 -2.555
C 1.412 1.668 -3.483
H -1.822 0.769 -3.959
H -0.977 -1.143 -2.483
H 1.304 -0.874 -1.457
H 2.142 2.387 -3.843
C 4.278 -5.690 -1.015
C 3.085 -4.895 -0.554
C 3.240 -3.732 0.184
C 2.140 -3.007 0.637
C 2.315 -1.733 1.419
C 0.855 -3.460 0.345
C 0.679 -4.617 -0.413
C -0.710 -5.072 -0.762
C 1.792 -5.321 -0.848
C -0.349 -2.657 0.826
O -0.794 -2.949 1.957
O -0.757 -1.792 0.025
H 5.168 -5.061 -1.069
H 4.107 -6.121 -2.004
H 4.497 -6.516 -0.332
H 4.239 -3.367 0.402
H 3.356 -1.409 1.417
H 1.983 -1.867 2.451
H 1.701 -0.938 0.987
H -1.206 -4.326 -1.384
H -1.316 -5.181 0.140
H -0.689 -6.024 -1.294
H 1.654 -6.221 -1.442
I -1.426 -0.707 6.234
C -1.858 0.266 4.464
C -1.817 -0.256 3.186
N -2.151 0.773 2.391
N -2.404 1.912 3.044
C -2.231 1.613 4.320
H -1.511 -1.222 2.780
H -2.157 0.760 1.378
H -2.372 2.358 5.086
```

=====

No. 3
This record from the Open Molecules 2025 dataset describes a molecular structure, C27H22Cl2N3P2PdS4SbSe2 at a distorted geometry. The level of theory is ωB97M-V/def2-TZVPD.

Calculated values
* energy above the lowest of the compared OMol25 structures with the same formula, charge and spin: 62.2 kcal per mole
* Kohn-Sham gap (alpha / beta): 5.22 / 5.23 eV
* max |F|: 2.59 eV Å⁻¹
* charge: -2

```
64
C27H22Cl2N3P2PdS4SbSe2 | the Open Molecules 2025 dataset | ωB97M-V/def2-TZVPD
Pd 3.498 -2.314 0.569
S 7.053 -4.209 2.357
Sb 5.778 -2.367 1.954
S 5.550 -2.221 -0.543
S 3.584 -2.795 2.907
S 6.522 -0.338 2.663
Se -4.019 -2.492 -0.646
P -2.455 -1.067 -0.577
C -2.405 -0.183 -2.173
C -3.547 0.464 -2.646
C -3.555 1.053 -3.898
C -2.431 0.973 -4.711
C -1.310 0.294 -4.267
C -1.295 -0.284 -3.003
C -2.777 0.089 0.792
C -2.044 -0.052 1.964
C -2.350 0.713 3.084
C -3.389 1.623 3.038
C -4.143 1.755 1.875
C -3.849 0.984 0.766
C -0.780 -1.677 -0.301
C 0.523 -1.170 -0.130
N 1.318 -2.254 -0.034
N 0.574 -3.345 -0.116
N -0.678 -3.025 -0.285
P 1.410 0.418 0.003
Se 3.537 0.270 -0.281
C 1.125 1.068 1.674
C 0.766 2.383 1.948
C 0.710 2.829 3.261
C 1.024 1.970 4.303
C 1.410 0.664 4.030
C 1.468 0.213 2.722
C 0.657 1.611 -1.152
C -0.581 2.204 -0.922
C -1.086 3.147 -1.801
C -0.358 3.503 -2.928
C 0.872 2.913 -3.169
C 1.382 1.976 -2.282
H -4.450 0.468 -2.052
H -4.445 1.561 -4.247
H -2.436 1.430 -5.693
H -0.435 0.210 -4.898
H -0.415 -0.815 -2.666
H -1.237 -0.768 2.014
H -1.759 0.594 3.981
H -3.623 2.225 3.907
H -4.972 2.451 1.840
H -4.466 1.072 -0.117
H 0.552 3.077 1.145
H 0.430 3.855 3.465
H 0.989 2.323 5.327
H 1.696 -0.012 4.826
H 1.832 -0.796 2.534
H -1.158 1.939 -0.047
H -2.053 3.594 -1.608
H -0.751 4.241 -3.616
H 1.444 3.184 -4.047
H 2.354 1.526 -2.447
Cl 4.635 -8.066 -0.786
C 3.299 -6.963 -0.317
Cl 3.822 -5.336 0.038
H 2.834 -7.385 0.566
H 2.606 -6.936 -1.151
```

=====

No. 4
This record from the Open Molecules 2025 dataset describes a molecular structure, C27H22Cl2N5O2Pt at a distorted geometry. The level of theory is ωB97M-V/def2-TZVPD.

Calculated values
* energy above the lowest of the compared OMol25 structures with the same formula, charge and spin: 7.3 kcal per mole
* <S²>: 6.07
* Kohn-Sham gap (alpha / beta): 6.94 / 5.06 eV
* max |F|: 2.02 eV Å⁻¹
* charge: +1
* 2S+1: 5

```
59
C27H22Cl2N5O2Pt | the Open Molecules 2025 dataset | ωB97M-V/def2-TZVPD
Pt 1.199 0.037 -1.423
N -3.793 5.921 5.498
C -3.238 5.279 4.728
C -2.532 4.484 3.794
C -1.612 5.080 2.931
C -0.932 4.301 2.016
C -1.133 2.923 1.973
C -2.046 2.335 2.847
C -2.754 3.108 3.746
C -0.377 2.085 1.010
C -0.766 2.170 -0.331
C -1.929 2.843 -0.816
C -1.994 2.612 -2.166
C -0.853 1.850 -2.491
N -0.126 1.589 -1.410
C 0.641 1.279 1.531
C 1.129 1.284 2.875
C 2.129 0.350 2.946
C 2.221 -0.227 1.659
N 1.347 0.321 0.836
H -1.441 6.145 2.982
H -0.233 4.761 1.334
H -2.213 1.270 2.801
H -3.472 2.655 4.415
H -2.620 3.400 -0.215
H -2.743 2.945 -2.856
H -0.529 1.538 -3.470
H 0.766 1.925 3.653
H 2.727 0.086 3.795
H 2.868 -1.026 1.342
O -0.681 -3.147 -2.454
C -0.802 -2.557 -1.376
O -0.634 -1.371 -1.070
C -1.342 -3.494 -0.219
N -1.831 -4.682 -0.954
C -3.310 -4.704 -0.851
C -3.669 -3.260 -0.516
C -2.552 -2.858 0.444
H -0.516 -3.716 0.454
H -1.400 -5.562 -0.679
H -1.444 -4.383 -1.957
H -3.604 -5.370 -0.038
H -3.764 -5.056 -1.775
H -4.658 -3.162 -0.081
H -3.616 -2.641 -1.412
H -2.713 -3.262 1.443
H -2.410 -1.781 0.512
Cl 4.405 -3.404 -0.953
C 4.838 -2.122 -1.994
C 6.074 -2.070 -2.594
C 6.415 -0.995 -3.404
C 5.531 0.067 -3.580
C 4.301 0.036 -2.980
Cl 3.192 1.342 -3.130
C 3.858 -1.086 -2.188
N 2.676 -1.146 -1.689
H 6.775 -2.871 -2.423
H 7.378 -0.978 -3.884
H 5.816 0.913 -4.184
```